Record 1
This record from OMol25 describes an isolated ion of composition C3H9N2S and charge +1. The level of theory is ωB97M-V/def2-TZVPD.

The geometry in XYZ format:
```
15
Properties=species:S:1:pos:R:3
C -1.605 -0.545 -0.081
C 0.706 -1.559 -0.232
C -0.377 1.147 -0.855
N 1.734 0.725 0.802
N -1.283 0.723 0.038
S 1.386 -0.057 -0.637
H -1.474 -0.932 -1.093
H -2.151 -0.957 0.787
H 0.863 -1.880 0.790
H 0.630 -2.152 -1.042
H -0.384 0.914 -1.913
H -0.197 2.158 -0.662
H 2.286 1.567 0.671
H -1.548 1.256 0.852
H 2.215 0.135 1.498
```

Values from the calculation:
⟨S²⟩	2.0121
energy above the lowest of the compared OMol25 structures with the same formula, charge and spin	52.7	kcal/mol
total charge	+1
multiplicity	3
E_HOMO (spin up / spin down)	-10.077 / -14.197	eV


Record 2
This record from OMol25 describes a 3-piece molecular cluster, C5H12O3 overall. The level of theory is ωB97M-V/def2-TZVPD.

The geometry in XYZ format:
```
20
Properties=species:S:1:pos:R:3
C 1.119 1.970 -1.561
C 0.371 1.927 -0.468
C -0.416 0.761 -0.058
O -0.591 -0.264 -0.938
C -1.148 0.844 1.048
C -2.084 -0.250 1.493
H 0.958 1.290 -2.387
H 1.853 2.755 -1.704
H 0.449 2.786 0.187
H 0.282 -0.522 -1.307
H -1.017 1.679 1.717
H -2.847 0.189 2.123
H -1.542 -1.007 2.059
H -2.625 -0.692 0.657
O 0.598 -2.415 0.840
H 0.178 -2.489 1.705
H -0.058 -1.896 0.345
O 2.005 -1.199 -1.268
H 1.914 -1.869 -0.573
H 2.601 -1.597 -1.911
```

Values from the calculation:
energy above the lowest of the compared OMol25 structures with the same formula, charge and spin	38.0	kcal/mol
E_HOMO	-8.264	eV


Record 3
This record from OMol25 describes C45H67GeMnN5P3 as an isolated structure. The level of theory is ωB97M-V/def2-TZVPD.

The geometry in XYZ format:
```
122
Properties=species:S:1:pos:R:3
Mn -0.141 -0.395 0.008
C 4.152 -1.076 0.683
C 3.449 -0.248 1.755
C 3.152 -1.076 3.000
P 1.979 0.628 1.075
C 1.356 1.574 2.534
N 0.322 0.877 3.288
Ge -0.767 -0.577 2.469
N -0.158 -2.296 2.907
C 0.314 -3.267 1.944
P -0.278 -2.957 0.236
C -1.911 -3.817 0.126
C -2.898 -3.243 1.137
C -1.821 -5.338 0.274
C 0.834 -3.952 -0.870
C 1.530 -5.116 -0.155
C 1.845 -3.089 -1.629
C 0.264 -2.516 4.233
C 1.146 -3.515 4.637
C 1.531 -3.596 5.970
C 1.066 -2.692 6.911
C 0.167 -1.707 6.524
C -0.233 -1.644 5.202
N -1.224 -0.703 4.714
C -1.048 0.626 5.179
C -1.699 1.163 6.262
C -1.361 2.447 6.682
C -0.377 3.207 6.006
C 0.250 2.715 4.902
C -0.103 1.413 4.429
C -2.610 -1.155 4.717
C -3.182 -1.879 5.745
C -4.534 -2.191 5.676
C -5.274 -1.756 4.591
C -4.682 -1.054 3.545
C -3.323 -0.767 3.591
N -2.580 -0.140 2.560
C -3.354 0.334 1.437
P -2.330 0.866 0.014
C -2.135 2.705 0.087
C -1.860 3.139 1.529
C -3.279 3.540 -0.488
C -3.352 0.438 -1.470
C -3.240 -1.053 -1.811
C -4.839 0.805 -1.361
C 2.661 1.999 0.037
C 1.529 2.828 -0.566
C 3.660 2.902 0.766
H 5.105 -1.438 1.070
H 4.367 -0.509 -0.224
H 3.557 -1.950 0.414
H 4.104 0.580 2.046
H 2.607 -1.985 2.752
H 2.583 -0.540 3.761
H 4.094 -1.380 3.457
H 0.970 2.528 2.161
H 2.198 1.798 3.193
H -0.021 -4.265 2.245
H 1.408 -3.313 1.901
H -2.264 -3.599 -0.888
H -2.615 -3.501 2.159
H -3.892 -3.652 0.957
H -2.962 -2.157 1.075
H -1.448 -5.630 1.257
H -1.203 -5.808 -0.488
H -2.823 -5.757 0.179
H 0.122 -4.371 -1.588
H 2.325 -4.757 0.500
H 1.997 -5.759 -0.901
H 0.849 -5.731 0.430
H 2.127 -2.198 -1.065
H 1.472 -2.771 -2.604
H 2.762 -3.648 -1.812
H 1.543 -4.235 3.937
H 2.211 -4.381 6.271
H 1.385 -2.763 7.941
H -0.227 -1.006 7.248
H -2.443 0.581 6.790
H -1.841 2.867 7.556
H -0.133 4.197 6.366
H 0.972 3.323 4.378
H -2.579 -2.199 6.586
H -5.005 -2.758 6.466
H -6.333 -1.973 4.549
H -5.295 -0.740 2.712
H -4.002 1.166 1.739
H -4.022 -0.449 1.053
H -1.244 2.894 -0.519
H -2.788 3.178 2.100
H -1.432 4.142 1.536
H -1.185 2.468 2.059
H -4.207 3.383 0.063
H -3.456 3.349 -1.545
H -3.020 4.595 -0.388
H -2.918 1.038 -2.282
H -3.953 -1.632 -1.223
H -2.250 -1.476 -1.614
H -3.477 -1.221 -2.862
H -5.316 0.272 -0.538
H -5.342 0.486 -2.275
H -5.021 1.867 -1.241
H 3.185 1.493 -0.777
H 1.097 3.511 0.169
H 0.729 2.208 -0.981
H 1.914 3.434 -1.387
H 3.220 3.381 1.642
H 3.968 3.702 0.092
H 4.565 2.380 1.071
N 0.012 -0.212 -2.191
C 0.989 0.498 -3.024
C 0.523 1.362 -4.003
C 1.430 2.053 -4.795
C 2.793 1.862 -4.620
C 3.249 0.979 -3.651
C 2.347 0.300 -2.843
H -0.900 0.155 -2.454
H -0.023 -1.186 -2.493
H -0.542 1.499 -4.158
H 1.069 2.729 -5.557
H 3.497 2.391 -5.246
H 4.311 0.816 -3.528
H 2.707 -0.394 -2.095
```

Values from the calculation:
⟨S²⟩	9.1368
energy above the lowest of the compared OMol25 structures with the same formula, charge and spin	0.2	kcal/mol
total charge	+3
multiplicity	6
E_HOMO (spin up / spin down)	-15.154 / -15.093	eV


Record 4
This record from OMol25 describes a 2-piece molecular cluster, C7H9NO3 overall. The level of theory is ωB97M-V/def2-TZVPD.

The geometry in XYZ format:
```
20
Properties=species:S:1:pos:R:3
C 1.829 -1.424 -1.167
C 1.016 -0.452 -1.572
C -0.374 -0.397 -1.345
C -1.303 -1.421 -1.086
C -2.483 -0.717 -0.846
C -2.221 0.608 -0.842
O -0.942 0.840 -1.279
H 1.506 -2.265 -0.719
H 2.893 -1.306 -1.422
H 1.483 0.489 -1.825
H -1.133 -2.465 -1.144
H -3.489 -1.037 -0.655
H -2.887 1.488 -0.542
O 0.096 2.234 0.996
C 0.678 1.550 2.065
N 1.192 0.452 1.839
O 1.876 -0.228 2.792
H 0.207 1.908 0.102
H 0.352 2.008 2.987
H 1.702 0.136 3.663
```

Values from the calculation:
energy above the lowest of the compared OMol25 structures with the same formula, charge and spin	91.1	kcal/mol
E_HOMO	-7.951	eV


Record 5
This record from OMol25 describes C4H8F3O3 as an isolated structure. The level of theory is ωB97M-V/def2-TZVPD.

The geometry in XYZ format:
```
18
Properties=species:S:1:pos:R:3
C 1.212 -0.594 2.502
F 2.175 -0.371 3.431
F 1.748 -1.473 1.606
F 0.241 -1.306 3.146
O 0.787 0.494 1.959
O 1.644 1.244 -0.456
H 1.582 1.076 0.548
C -1.601 -1.235 -1.797
O -0.561 -0.757 -0.957
C -0.700 0.452 -0.416
C 0.436 1.484 -1.024
H -1.415 -2.301 -1.956
H -2.579 -1.092 -1.318
H -1.557 -0.707 -2.760
H -0.218 0.341 0.872
H -1.676 0.951 -0.501
H 0.006 2.465 -0.767
H 0.476 1.327 -2.112
```

Values from the calculation:
⟨S²⟩	0.7555
energy above the lowest of the compared OMol25 structures with the same formula, charge and spin	22.3	kcal/mol
multiplicity	2
E_HOMO (spin up / spin down)	-10.227 / -10.395	eV


Record 6
This record from OMol25 describes one molecule with the formula C2H3F2NS. The level of theory is ωB97M-V/def2-TZVPD.

The geometry in XYZ format:
```
9
Properties=species:S:1:pos:R:3
N 0.867 1.029 -0.091
C 0.567 -0.264 0.074
S 1.598 -1.433 0.424
C -0.911 -0.453 -0.064
F -1.198 -1.727 -0.467
F -1.539 -0.328 1.145
H 1.866 1.199 0.043
H 0.140 1.719 -0.317
H -1.389 0.258 -0.747
```

Values from the calculation:
energy above the lowest of the compared OMol25 structures with the same formula, charge and spin	3.8	kcal/mol
E_HOMO	-8.997	eV


- Which of these has the lowest energy above the lowest of the compared OMol25 structures with the same formula, charge and spin?
  C45H67GeMnN5P3


- energy above the lowest of the compared OMol25 structures with the same formula, charge and spin of number 5 (C4H8F3O3)?
  22.3 kcal/mol


- Look up the energy above the lowest of the compared OMol25 structures with the same formula, charge and spin of the third one.
  0.2 kcal/mol


- The highest energy above the lowest of the compared OMol25 structures with the same formula, charge and spin belongs to which entry?
  C7H9NO3